10
Properties=species:S:1:pos:R:3 method="wB97M-V/def2-TZVPD" multiplicity=3 homo_energy_ev="-7.444 / -10.336" s2=2.007 charge=0 total_energy_ha=-5339.7997
C 0.9750 1.1019 0.2282
C 0.0364 -0.0595 0.2773
C -0.5776 -1.3014 -0.1501
O 0.9003 0.1789 1.2686
Br 2.6715 1.1424 -0.6365
Br -2.7629 1.5433 -0.5551
H 0.7928 2.1630 0.5078
H -0.8325 -1.1114 -1.2268
H -1.4488 -1.6724 0.3339
H 0.2458 -1.9847 -0.0473

=====

10
Properties=species:S:1:pos:R:3 method="wB97M-V/def2-TZVPD" homo_energy_ev="-9.350 / -8.307" charge=0 total_energy_ha=-5662.8225
C -0.1523 -0.5109 0.5638
C 0.1683 0.5650 -0.5469
C -1.3457 -1.2565 0.2119
S 1.5370 1.5324 -0.0096
Br -3.0328 -0.4804 0.4903
Br -1.2705 -2.5204 -1.1711
H 0.7088 -1.1793 0.6379
H -0.2965 0.0152 1.5077
H 0.4091 0.0512 -1.4775
H -0.7039 1.2035 -0.6784

=====

11
Properties=species:S:1:pos:R:3 method="wB97M-V/def2-TZVPD" homo_energy_ev="-8.823 / -8.761" charge=0 total_energy_ha=-3350.4611
C 1.6018 -0.2611 0.5721
C 0.9144 -1.1668 -0.2975
C -2.9225 -0.1678 -0.0251
F -2.6252 1.0077 0.2822
F -3.5068 -0.6374 1.2183
Cl 3.2463 -0.6502 1.3314
Br -0.8728 -1.5373 0.0702
H 1.6791 0.6605 0.0078
H 0.9181 0.1488 1.3846
H 1.2792 -1.0498 -1.3181
H -3.7445 -0.3281 -0.7002

=====

9
Properties=species:S:1:pos:R:3 method="wB97M-V/def2-TZVPD" homo_energy_ev="-9.097 / -8.878" charge=0 total_energy_ha=-2790.4019
C -1.5771 -0.2685 0.6467
C -0.5949 -0.8887 0.1247
C 1.2735 0.8078 -0.6207
F -0.2600 -2.1531 -0.0836
Br 2.8999 -0.0099 0.0876
H -2.3337 -0.8060 1.2111
H -1.7064 0.8500 0.4841
H 1.2094 0.6581 -1.6976
H 1.0893 1.8103 -0.1521

=====

12
Properties=species:S:1:pos:R:3 method="wB97M-V/def2-TZVPD" homo_energy_ev=-9.502 charge=0 total_energy_ha=-3020.3960
C -0.2093 -0.4052 0.5527
C -1.6008 0.2092 -1.2455
C 1.6574 -0.0167 1.1749
N -0.3357 0.2641 -0.5551
O -0.9652 -1.0832 1.2101
F 2.2833 0.5469 0.1487
F 1.6154 0.8568 2.2034
Br 2.4876 -1.6397 1.7751
H -1.8764 1.1960 -1.2679
H -1.3269 -0.2602 -2.1789
H -2.0787 -0.4610 -0.6660
H 0.3493 0.7930 -1.1514

=====

11
Properties=species:S:1:pos:R:3 method="wB97M-V/def2-TZVPD" homo_energy_ev=-10.028 charge=0 total_energy_ha=-2990.2580
C 0.6266 0.8745 -1.3196
C 0.3031 1.4348 -0.2019
C 3.8959 -0.5802 1.1260
F 1.1387 1.6471 0.8291
F 3.0849 0.3402 1.5779
F 3.2650 -1.6968 0.9590
Br 4.5628 0.1307 -0.6243
H 4.7697 -0.7210 1.7863
H -0.1455 0.7910 -2.0051
H 1.5242 0.4188 -1.3561
H -0.6260 1.6388 0.2474

=====

10
Properties=species:S:1:pos:R:3 method="wB97M-V/def2-TZVPD" homo_energy_ev="-8.582 / -8.581" charge=0 total_energy_ha=-2820.5990
C 0.1003 -1.7684 0.0542
C -1.2136 0.2943 -0.0799
C 0.5233 1.5219 0.0345
N -0.7742 -0.8741 0.1586
O -2.1474 1.0045 -0.1064
Br 1.8558 0.1751 -0.0793
H 0.4773 -2.0538 -0.9252
H 0.2079 -2.4322 0.9847
H 0.1639 1.9647 -0.8924
H 0.8068 2.1681 0.8512

=====

10
Properties=species:S:1:pos:R:3 method="wB97M-V/def2-TZVPD" homo_energy_ev=-9.725 charge=0 total_energy_ha=-3143.6313
C -0.6633 0.6604 0.8221
C -1.2579 1.2847 -0.1636
C 0.3561 -0.2274 0.3896
N 0.4661 -0.3241 -0.8938
S -0.7747 0.5414 -1.6334
Br 1.0562 -2.9264 -3.1931
H -0.7308 1.1283 1.8730
H -2.1334 2.0097 -0.1070
H 1.0477 -2.6401 -1.8555
H 1.1327 -0.6106 0.8753

=====

9
Properties=species:S:1:pos:R:3 method="wB97M-V/def2-TZVPD" homo_energy_ev=-10.024 charge=0 total_energy_ha=-1037.0174
C 0.4209 -0.6902 -0.1346
C -0.7127 0.2161 -0.5120
C 0.3420 0.5073 0.5058
H 0.1152 -1.5518 0.4364
H -1.0634 0.6923 -1.4686
H -1.6673 -0.0453 0.0546
H 0.9352 1.3632 0.3260
Cl 1.6094 -1.1297 -1.2799
Cl 0.0207 0.6381 2.0722

=====

12
Properties=species:S:1:pos:R:3 method="wB97M-V/def2-TZVPD" homo_energy_ev=-9.013 charge=0 total_energy_ha=-1589.8604
C -2.6266 0.6233 -0.3555
C 0.8887 -0.7183 0.3349
C 2.2988 -0.1551 0.2140
H -2.6766 1.0970 0.6232
H -3.5560 0.3217 -0.7120
H -2.1226 1.3029 -1.1075
H 0.9455 -1.7914 0.5616
N -0.1124 0.0094 0.2324
F 2.8643 -0.2059 1.4597
S -1.6133 -0.8079 -0.0777
Cl 2.4906 1.5491 -0.3630
Cl 3.2197 -1.2247 -0.8101

=====

12
Properties=species:S:1:pos:R:3 method="wB97M-V/def2-TZVPD" multiplicity=3 homo_energy_ev="-6.922 / -9.478" s2=2.009 charge=0 total_energy_ha=-1464.5618
C -0.2005 1.0905 -0.1062
C 1.3973 1.2230 -1.7757
C -1.4087 -1.8650 0.8227
N -0.4173 0.8759 1.0297
O 0.0175 1.3070 -1.3424
Cl -1.5924 -0.9427 2.9548
Cl -2.4883 -3.1079 0.9098
I 0.6711 -2.5094 0.7657
H 1.9321 2.0593 -1.4567
H 1.3978 1.2961 -2.8754
H 1.7954 0.3902 -1.2473
H -1.1040 0.1831 2.3211

=====

10
Properties=species:S:1:pos:R:3 method="wB97M-V/def2-TZVPD" homo_energy_ev=-10.613 charge=0 total_energy_ha=-1112.2765
C 0.2502 -0.1628 -1.1928
C -0.1078 0.6122 0.0744
C -0.2079 -0.0343 1.3664
H -0.3600 0.0304 -2.1027
H 0.2621 1.6748 0.0011
H -0.1436 -1.1250 1.3871
H -0.0713 0.4450 2.2881
O -1.3651 0.3898 0.6087
Cl -0.2957 -1.8140 -0.8969
Cl 2.0393 -0.0162 -1.5334